{"formula": "C9H14N2OS", "method": "wB97M-V/def2-TZVPD", "symbols": ["C", "C", "C", "C", "C", "C", "C", "C", "C", "N", "N", "O", "S", "H", "H", "H", "H", "H", "H", "H", "H", "H", "H", "H", "H", "H", "H"], "positions_angstrom": [[-1.31933, -1.45292, -2.86501], [-2.27605, -0.95048, -2.07577], [-0.03075, -0.94021, -2.73612], [-2.03165, 0.00160, -1.09605], [-0.75594, 0.56690, -0.98475], [-3.10033, 0.55231, -0.21973], [2.89256, 0.80195, 1.26130], [0.12026, -0.18293, 2.19354], [2.32867, -0.44040, 0.53255], [0.25137, 0.05933, -1.88587], [1.43516, 0.58898, -1.86410], [-0.46506, 1.42785, -0.15119], [0.82618, -1.13134, 0.85318], [-1.53140, -2.26397, -3.58169], [-3.29038, -1.30741, -2.22819], [0.77605, -1.38186, -3.31523], [-3.25185, 1.64801, -0.35946], [-2.52523, 0.52930, 0.80923], [-4.04977, 0.12806, -0.09416], [3.09740, 0.70352, 2.28412], [2.18604, 1.52911, 0.96111], [3.86690, 0.92648, 0.75936], [0.06903, -0.65855, 3.10914], [-0.86758, 0.08452, 1.87491], [0.71110, 0.74684, 2.31678], [2.72649, -0.82892, -0.31951], [1.34444, 1.18362, -0.99116]], "forces_ev_per_angstrom": [[3.6253, -0.9065, -1.7722], [-2.5897, 1.5214, 2.2763], [-1.2933, -1.9013, -1.4707], [-2.0083, -1.1811, -1.9829], [0.3646, 0.5856, 0.8087], [3.0689, 2.0513, 2.8000], [0.7040, -2.4459, -3.3323], [0.7555, 1.8529, -1.3814], [-0.0877, 1.1919, 3.6304], [-1.1875, 0.2221, 0.0164], [0.5118, 1.0724, 1.0495], [0.5365, -0.0031, -0.8361], [-0.3833, -1.1370, 0.5715], [0.3397, 0.5981, 0.4560], [-0.0351, 0.0585, 0.2854], [0.0992, 0.5459, 0.2174], [0.2242, -0.6634, -0.1640], [-1.6701, 0.1717, -1.4456], [-1.0398, -1.2421, -0.3530], [-0.2294, -0.1044, 1.5554], [-0.3305, 1.6962, 0.3808], [-0.3786, 0.5720, 0.2269], [0.1112, -1.3547, 1.7625], [-0.4322, 0.2617, 0.0060], [-0.5613, -0.5123, -0.0931], [1.3862, -0.7823, -2.1152], [0.4998, -0.1678, -1.0968]], "max_force_ev_per_a": 4.6, "s2": 2.032, "total_charge": 0, "relative_energy_kj_mol": 0.0, "multiplicity": 3, "homo_lumo_gap_ev": [6.77, 7.09]}